{"formula": "C5H6O2S", "method": "ωB97M-V with the def2-TZVPD basis set", "elements": ["C", "C", "S", "C", "O", "C", "O", "C", "H", "H", "H", "H", "H", "H"], "coordinates": [[1.05421, -1.27320, -0.12691], [-0.00553, -0.60102, 0.24828], [-1.62774, -0.93850, 0.06182], [-1.75652, 0.92194, -0.16896], [-0.40556, 1.41456, -0.45113], [0.35286, 0.78399, 0.50924], [1.84626, 0.92697, 0.18386], [2.35874, -0.45446, -0.24978], [0.62439, -2.27322, -0.41983], [-2.12578, 1.21007, -1.13901], [-2.15597, 1.47584, 0.75510], [0.29311, 0.99695, 1.51212], [3.13227, -0.86724, 0.51468], [2.72762, -0.52218, -1.34504]], "atomic_forces_ev_per_a": [[-0.623, -2.044, -0.747], [3.129, -0.388, 0.651], [-2.067, 0.893, 0.155], [0.942, 1.751, -0.216], [-1.364, 0.798, 1.314], [3.907, -0.695, -2.938], [-1.498, -2.398, -0.252], [-1.297, -0.522, 0.871], [2.255, 0.394, -0.346], [-1.574, -0.217, 0.193], [0.231, -1.034, -1.496], [-0.632, 1.694, 2.360], [-1.020, 1.180, -1.462], [-0.388, 0.587, 1.913]], "relative_energy_kcal_mol": 76.0, "largest_force_ev_per_a": 4.94, "smiles": "C1=C2SCO[C@@H]2OC1", "orbital_gap_ev": 9.3, "lumo_ev": 0.7, "e_homo_ev": -8.58, "total_charge": 0}